(1)
12
Properties=species:S:1:pos:R:3:forces:R:3:lowdin_charge:R:1 method="wB97M-V/def2-TZVPD" e_homo_ev=-10.35 multiplicity=1 energy_ev=-10688.483 smiles=OC[C@H](F)CF gap_ha=0.4117 de_lowest_kj_mol=197.2 lumo_ev=0.85 max_force_ev_per_a=5.51
O 0.0574 -0.1901 -1.7569 2.2976 -3.7478 2.8348 -0.13
C 1.0662 0.3779 -0.8542 1.0100 -0.5509 -0.5032 -0.19
C 0.5666 0.4405 0.6162 -1.4377 0.3140 2.9882 -0.26
F 0.8729 -0.8200 1.1820 0.0201 0.2447 -0.1471 -0.06
C -0.9567 0.6439 0.8303 1.3614 -2.2461 -4.8388 -0.08
F -1.5663 -0.3548 -0.0405 -0.6787 1.0996 2.2089 -0.10
H 0.0438 -1.2056 -1.3224 -0.5291 3.9394 -2.1695 0.18
H 1.3158 1.3511 -1.2378 -0.2293 0.6074 -0.0858 0.10
H 2.1019 -0.2044 -0.9461 -2.2705 0.9334 0.6329 0.16
H 0.7977 1.2056 1.4989 1.2948 -0.9263 -2.4306 0.18
H -1.3187 0.5819 1.7943 -0.4507 -0.7665 2.1268 0.09
H -1.2160 1.5922 0.4408 -0.3879 1.0989 -0.6166 0.11

(2)
10
Properties=species:S:1:pos:R:3:forces:R:3:lowdin_charge:R:1 method="wB97M-V/def2-TZVPD" e_homo_ev="-8.76 / -8.76" multiplicity=1 energy_ev=-13796.515 gap_ha="0.2624 / 0.2625" de_lowest_kj_mol=631.0 lumo_ev="-1.62 / -1.62" max_force_ev_per_a=3.51
C -0.3342 -1.9080 0.2736 1.9018 0.9344 -1.0072 0.09
C 0.4575 -1.0055 -0.2438 -0.1409 -3.1968 0.7885 -0.42
C -0.9564 -0.4282 0.4156 -0.2435 1.7850 3.0070 -0.18
C 0.0185 0.8371 -0.3262 -2.5280 -0.6465 0.9165 -0.18
N 1.1003 0.0157 -0.8051 1.9405 0.1741 -0.8332 -0.37
I 3.0900 0.5403 0.0903 -0.9739 -0.2836 -0.2816 0.64
H -1.7788 -0.4618 -0.2489 -1.1420 0.2191 -0.0647 0.07
H -1.2107 -0.2870 1.5631 0.4982 0.0725 -2.5197 0.14
H -0.7367 1.1010 -1.0755 1.0339 0.6424 -0.2212 0.12
H 0.3506 1.5964 0.3569 -0.3460 0.2994 0.2157 0.08

(3)
56
Properties=species:S:1:pos:R:3:forces:R:3:lowdin_charge:R:1 method="wB97M-V/def2-TZVPD" e_homo_ev="-8.35 / -11.71" multiplicity=2 energy_ev=-216635.610 gap_ha="0.2041 / 0.3268" de_lowest_kj_mol=25.7 lumo_ev="-2.80 / -2.81" total_charge=+1 max_force_ev_per_a=2.77
Ga -1.3632 -0.1560 0.0286 -0.1573 -0.2828 -0.1729 0.14
N -1.1477 1.7488 2.9247 0.7082 1.3983 0.2155 0.16
C -1.9709 0.7015 3.0060 -0.6374 -1.9261 -1.4500 -0.45
N -2.6308 0.5554 4.1195 -0.6113 -1.2148 0.5315 0.17
C -3.3317 -0.6305 4.2307 -0.1542 0.3507 -0.2189 -0.42
N -4.0113 -0.8810 5.3797 0.7573 0.4842 -0.9509 0.16
N -3.4709 -1.5751 3.3046 0.8262 0.8417 -0.6136 0.16
C -2.8084 -1.3279 2.1405 -0.4146 -0.9252 0.4169 -0.27
N -2.0203 -0.2162 1.9397 0.0117 1.1146 0.8511 0.05
C -2.8361 -2.3077 1.1001 0.3019 0.6402 -0.2083 -0.19
C -3.5120 -3.5488 1.1717 -0.3323 -1.3168 -0.2977 0.01
C -3.3205 -4.4638 0.1455 -0.5042 -0.4261 1.4683 -0.06
C -2.4596 -4.1374 -0.8879 0.4814 -0.9865 -2.5419 -0.10
C -1.9230 -2.9134 -1.0423 -0.9010 1.0330 1.5605 -0.10
N -2.1196 -1.9703 -0.0641 0.2716 0.3049 0.4467 0.02
H -1.2246 2.3641 3.7338 0.0578 -0.2268 -0.3821 0.13
H -0.9008 2.2184 2.0624 -0.1934 -0.3897 -0.0217 0.06
H -3.6920 -0.4317 6.2183 -0.1193 -0.0543 0.1844 0.11
H -4.2675 -1.8467 5.3490 -0.4303 -0.3608 0.7982 0.10
H -4.1491 -3.8415 2.0215 0.4784 0.6162 -0.4190 0.12
H -3.7456 -5.4917 0.0872 0.0371 1.1176 0.5647 0.13
H -2.3284 -4.8465 -1.7206 0.0052 0.3302 0.5376 0.12
H -1.4723 -2.5660 -1.9332 0.6946 0.1358 -0.6284 0.10
O -0.7610 -0.1935 -1.8945 0.0607 0.2537 -0.1555 -0.20
N -0.8301 0.9623 -2.5752 -0.4525 0.3047 0.5134 -0.16
C -0.2662 1.0009 -3.7862 0.2997 -1.4100 0.7966 -0.01
C -0.3079 2.1265 -4.5430 0.7004 -0.3366 -0.7982 -0.03
C -0.8927 3.2795 -4.0478 -0.1534 -0.5832 0.8325 -0.02
C -1.4900 3.2131 -2.8016 -0.0154 0.6240 -0.8864 -0.06
C -1.4727 2.0469 -2.0734 -0.0243 -0.8488 0.9928 -0.59
S -2.1942 1.9110 -0.5087 -0.2840 0.1413 0.1784 0.82
H 0.2263 0.0361 -3.9530 -0.1388 0.6214 -0.6996 0.16
H 0.1804 2.0120 -5.4969 -0.0176 0.5531 -0.2208 0.12
H -0.8548 4.2096 -4.5577 -0.0918 0.5062 -0.5684 0.12
H -2.0161 4.0688 -2.4099 0.0637 0.0414 0.2030 0.12
C 3.5651 2.1717 -2.1854 0.7117 -0.1653 -0.6490 -0.23
Ge 3.9421 0.8185 -0.7675 1.1241 0.0089 -0.9625 0.81
C 5.3744 -0.4266 -1.4310 -1.6915 -0.3711 -0.2552 -0.22
C 4.3979 2.0375 0.7065 0.0518 -0.6151 0.2075 -0.22
C 2.3523 -0.3919 -0.4536 0.7233 0.6938 0.7656 -0.53
Se 1.0378 0.3636 0.7389 0.0874 -0.1476 0.7987 0.97
C 1.3292 -0.9418 2.2085 -1.0659 0.9258 -0.6541 -0.28
H 4.5197 2.6508 -2.4998 -0.2752 -0.1113 0.8804 0.04
H 2.9152 2.9476 -1.7683 -0.0416 -0.0991 -0.3648 0.01
H 3.2662 1.8362 -3.1905 -0.6850 -0.2241 0.5545 0.01
H 6.3025 0.0672 -1.6628 0.4093 0.1600 0.3491 0.01
H 4.9965 -0.8097 -2.4158 0.2454 0.0647 0.8974 0.03
H 5.4604 -1.2668 -0.7102 0.3035 0.5017 -0.5926 0.02
H 5.4507 2.2177 0.9312 0.0287 -0.4265 -0.2776 0.03
H 3.9199 1.7174 1.6295 -0.1169 0.2340 0.1331 0.00
H 4.0097 2.9818 0.3662 -0.3871 0.4518 0.1937 0.01
H 2.6012 -1.3578 0.0089 -0.0091 0.2246 -0.7013 0.03
H 1.8375 -0.4367 -1.3793 -0.2861 -0.6905 -1.0074 -0.02
H 2.4022 -1.0396 2.2693 0.1597 -0.1041 0.2931 0.03
H 0.8194 -1.8711 1.8891 0.3116 0.5329 0.6374 0.05
H 0.8853 -0.3770 3.0487 0.2791 -0.9684 -0.1037 0.03

(4)
63
Properties=species:S:1:pos:R:3:forces:R:3:lowdin_charge:R:1 method="wB97M-V/def2-TZVPD" e_homo_ev=-5.95 multiplicity=1 energy_ev=-145570.725 gap_ha=0.1871 lumo_ev=-0.86 max_force_ev_per_a=2.95
Au 0.6592 0.2457 -1.0178 -1.3328 0.9956 -0.1413 0.39
S -0.3299 2.4676 -0.9813 -0.0359 1.0717 -0.1043 0.46
C -0.4317 2.5489 0.7632 -0.4223 -0.3451 -0.8651 -0.72
C 0.4471 3.3645 1.4575 0.2611 0.2875 0.8414 -0.06
C 0.3255 3.5846 2.8290 -1.1126 -1.1072 -0.6537 -0.18
C 1.2296 4.4600 3.4578 0.6954 0.7082 0.5188 -0.18
N 1.9933 5.1843 3.9207 -0.0374 -0.0455 0.0250 0.17
C -0.7090 2.9233 3.5375 0.4517 0.0138 -1.2024 -0.19
C -1.5465 2.0475 2.8477 -0.0206 0.1001 0.2674 -0.06
C -1.4335 1.8643 1.4830 0.1337 -0.0151 -0.2303 -0.62
S -2.7058 0.9052 0.7053 -0.0714 0.3864 0.4799 0.55
C -0.9506 3.1602 4.9018 -0.1584 0.1692 0.9041 -0.20
N -1.2124 3.3494 6.0047 0.0521 -0.0027 0.1382 0.17
H 1.2339 3.8689 0.9192 0.0111 0.0610 -0.0602 0.10
H -2.3300 1.5309 3.3871 0.0163 0.0261 0.0555 0.11
N 4.8387 -0.3497 -0.4727 -0.4420 -0.4196 -0.0822 0.18
C 5.0285 1.0100 -0.4003 -0.4120 0.4914 -0.0566 -0.18
C 6.1549 1.7818 -0.1871 0.2724 0.2418 0.0194 -0.02
C 6.0000 3.1574 -0.2486 0.2430 -0.4356 0.1011 -0.08
C 4.7556 3.7348 -0.4885 -0.4156 0.0689 -0.1048 -0.07
C 3.6199 2.9698 -0.6757 0.0547 0.1733 0.0363 0.00
C 3.7586 1.5881 -0.6313 0.8728 -0.2505 0.2077 -0.21
N 2.8472 0.5877 -0.8197 1.2197 -1.7389 0.1191 0.06
C 3.5173 -0.5662 -0.7420 0.7009 2.8453 0.3252 -0.26
C 2.9108 -1.8091 -1.0341 0.2748 -2.9315 -0.2274 -0.33
C 3.4647 -3.0834 -1.0790 -1.1780 0.6279 -0.2948 -0.30
S 2.2792 -4.2309 -1.6376 0.2381 1.2677 0.3076 1.04
C 1.1431 -2.9241 -1.7651 0.8152 -0.2028 0.2674 -0.44
N 1.6062 -1.7696 -1.4056 -0.1122 -1.0369 -0.8257 -0.09
H 5.5361 -1.0653 -0.3751 0.0927 0.0445 0.0049 0.16
H 7.1145 1.3319 0.0121 0.1581 -0.0190 -0.0116 0.11
H 6.8616 3.7937 -0.1109 0.0509 0.0188 0.0425 0.10
H 4.6783 4.8101 -0.5372 -0.0223 0.0926 0.0206 0.11
H 2.6577 3.4140 -0.8684 -0.1959 0.0371 -0.0641 0.08
H 4.4621 -3.3956 -0.8606 0.3410 -0.0991 0.1258 0.06
H 0.1423 -3.0663 -2.1195 -0.3064 -0.0849 -0.0607 0.06
C -5.1722 -0.0423 -1.1311 0.6815 -0.1061 -0.3014 -0.24
Si -3.6277 -0.6291 -2.0948 -0.3811 0.0060 -0.1533 0.36
C -3.1727 0.5383 -3.5315 -0.1095 -0.4242 0.6035 -0.22
C -3.9192 -2.4218 -2.7011 0.3027 0.7293 0.2799 -0.22
As -1.7141 -0.5510 -0.6348 -0.5888 -1.2089 -0.0802 0.60
Si -1.7569 -2.4892 0.7721 -0.4961 0.1569 0.5508 0.36
C -3.3391 -2.4767 1.8527 0.6585 -0.0542 -0.3518 -0.23
C -0.1852 -2.2566 1.8312 -0.5182 -0.0689 -0.4240 -0.22
C -1.6577 -4.0914 -0.2703 0.0846 0.5748 0.2443 -0.22
H -6.0874 -0.2748 -1.6672 -0.1171 -0.1084 -0.1919 0.03
H -5.1381 1.0319 -0.9720 0.0290 0.1285 -0.0145 0.01
H -5.2221 -0.5090 -0.1495 -0.0041 -0.1206 0.0739 0.01
H -4.0053 0.7163 -4.2047 -0.2305 -0.0376 -0.0893 0.02
H -2.3497 0.1266 -4.1119 0.1051 -0.0915 -0.0348 0.02
H -2.8449 1.4984 -3.1372 0.0361 0.0854 0.1193 0.02
H -4.7839 -2.4526 -3.3555 -0.2117 0.0611 -0.1438 0.02
H -4.1011 -3.1018 -1.8733 -0.0323 -0.0526 0.1444 0.01
H -3.0690 -2.7901 -3.2680 0.1719 -0.0758 -0.0919 0.02
H -3.4486 -1.5209 2.3604 0.0768 0.1103 -0.0057 0.00
H -3.3133 -3.2546 2.6105 0.0433 -0.2011 0.1268 0.02
H -4.2311 -2.6287 1.2490 -0.0731 -0.0463 -0.1589 0.02
H -0.2861 -1.3881 2.4797 -0.0583 0.1339 0.0273 0.03
H 0.6698 -2.0816 1.1788 0.0761 0.0251 -0.0647 -0.01
H 0.0393 -3.1155 2.4556 -0.0508 -0.2286 0.1242 0.03
H -1.8190 -3.8882 -1.3241 -0.1150 0.0126 -0.2020 -0.01
H -2.3980 -4.8196 0.0417 -0.1972 -0.0832 0.1116 0.03
H -0.6809 -4.5517 -0.1714 0.2380 -0.1104 0.0797 0.01

(5)
11
Properties=species:S:1:pos:R:3:forces:R:3:lowdin_charge:R:1 method="wB97M-V/def2-TZVPD" e_homo_ev="-21.23 / -20.75" multiplicity=1 energy_ev=-9307.785 gap_ha="0.1729 / 0.1530" de_lowest_kj_mol=491.8 lumo_ev="-16.53 / -16.58" total_charge=+3 max_force_ev_per_a=5.97
O 1.8770 2.2445 -1.1482 -1.1312 0.1209 -3.5060 0.14
C 1.5714 1.4349 -0.2211 -1.3163 -0.4467 -2.5023 0.00
C 0.8201 0.4459 -0.3881 -2.5140 -3.2553 3.5698 0.07
C 0.2197 -0.7708 0.0899 2.8267 0.1164 0.1225 -0.19
C -0.6340 -0.8192 1.2806 1.0233 0.0119 1.7468 0.03
H 0.6822 -1.7063 -0.2302 -0.2806 -0.0613 -0.0020 0.19
H -0.7183 -1.7528 1.8358 -0.0262 0.0817 -0.1204 0.17
H -0.8231 0.1044 1.8294 0.0350 -0.1644 -0.1165 0.16
H 1.1994 1.6781 -1.9232 4.0936 3.6717 2.3228 0.31
Y -2.9379 0.0167 -1.1035 1.8118 -0.8444 1.0478 2.43
O -1.2565 -0.8754 -0.0214 -4.5221 0.7697 -2.5625 -0.31

(6)
12
Properties=species:S:1:pos:R:3:forces:R:3:lowdin_charge:R:1 method="wB97M-V/def2-TZVPD" e_homo_ev="-22.68 / -22.16" multiplicity=2 energy_ev=-5717.003 gap_ha="0.4640 / 0.1767" de_lowest_kj_mol=344.5 lumo_ev="-10.06 / -17.35" total_charge=+2 max_force_ev_per_a=3.01
O -0.9007 -1.7491 0.9641 -0.7119 -1.1827 0.6935 0.38
H -0.5613 -2.0183 1.8650 0.5716 0.3099 0.1357 0.21
H -1.7621 -2.2784 0.9669 0.0494 0.2805 -0.5011 0.22
H 2.3805 1.0483 -0.4816 -0.0477 -0.1583 -0.3696 0.12
C 1.4712 0.5474 -0.1523 -0.4446 1.5643 0.6631 0.03
C 0.2296 1.0795 -0.8015 0.6047 -2.2854 -1.4881 0.01
N -0.9455 0.7318 -0.4623 -2.4514 -0.9764 1.4386 0.24
H 1.3861 0.8011 0.9093 0.0808 -0.4593 0.1653 0.12
H 1.5108 -0.5209 -0.3702 0.1092 -0.1450 -0.0719 0.13
H 0.2778 1.3479 -1.8740 0.1406 1.2146 0.3974 0.20
H -1.2161 0.0028 0.2642 1.3107 1.1863 -0.2525 0.14
H -1.8703 1.0080 -0.8275 0.7886 0.6516 -0.8105 0.20